Below is a cluster of 9 separate species, C34H85BN3O14 in total at a distorted geometry, with properties calculated with wB97M-V/def2-TZVPD.

Positions of all 137 atoms, in Å:
C -5.995 -4.060 -4.323
O -5.800 -4.821 -5.588
C -4.703 -4.172 -6.360
C -5.102 -2.617 -6.834
C -4.305 -1.464 -5.981
C -5.200 -0.116 -5.652
C -4.191 1.177 -5.672
C -4.474 2.301 -4.514
C -3.458 2.210 -3.212
C -1.881 2.348 -3.650
N -0.921 2.707 -2.541
C -0.715 1.950 -1.379
N 0.251 2.536 -0.378
C 1.684 2.167 -0.592
C 2.284 0.989 0.365
C 3.864 0.592 0.071
C 4.191 -1.010 0.420
C 4.431 1.072 -1.386
C -0.225 2.409 1.049
C -1.010 0.968 1.353
C -1.640 1.101 2.862
B -0.771 0.210 3.978
O -1.050 -1.197 4.332
O 0.336 0.886 4.706
C -2.122 0.623 0.176
C -3.300 1.788 0.290
C -2.903 -0.822 0.459
C -4.118 -1.132 -0.598
C -4.589 -2.701 -0.676
C -5.513 -3.212 0.580
O -6.968 -3.142 0.340
N -1.453 0.642 -1.214
C -0.595 -0.579 -1.412
C 0.614 -0.438 -2.502
O 0.568 0.110 -3.710
O 1.928 -1.053 -2.127
H -6.597 -3.047 -4.509
H -6.616 -4.662 -3.525
H -4.908 -3.824 -3.921
H -3.698 -4.161 -5.756
H -4.524 -4.871 -7.304
H -6.273 -2.455 -6.872
H -4.715 -2.540 -7.959
H -4.008 -1.936 -4.946
H -3.301 -1.234 -6.566
H -5.707 -0.195 -4.599
H -6.030 -0.022 -6.504
H -4.374 1.719 -6.720
H -3.096 0.766 -5.714
H -5.619 2.363 -4.205
H -4.238 3.359 -5.014
H -3.583 1.100 -2.793
H -3.790 2.913 -2.330
H -1.616 1.386 -4.250
H -1.841 3.238 -4.446
H -0.377 3.616 -2.646
H 1.818 1.963 -1.747
H 2.328 3.147 -0.369
H 2.250 1.241 1.531
H 1.679 -0.024 0.257
H 4.492 1.198 0.885
H 5.361 -1.132 0.250
H 3.915 -1.283 1.545
H 3.654 -1.757 -0.301
H 4.282 2.223 -1.600
H 5.614 0.913 -1.353
H 4.055 0.449 -2.304
H -1.041 3.265 1.216
H 0.613 2.641 1.866
H -0.153 0.141 1.426
H -1.506 2.230 3.206
H -2.775 0.828 2.955
H -0.758 -1.752 3.531
H 1.112 0.245 4.851
H -3.863 1.784 1.324
H -4.153 1.656 -0.533
H -2.875 2.887 0.102
H -2.149 -1.724 0.603
H -3.422 -0.685 1.526
H -3.926 -0.749 -1.694
H -5.063 -0.516 -0.206
H -5.275 -2.795 -1.648
H -3.653 -3.399 -0.903
H -5.291 -2.545 1.522
H -5.239 -4.357 0.749
H -7.185 -2.823 -0.584
H -1.320 -1.434 -1.824
H -0.137 -1.025 -0.416
H 1.706 -1.972 -1.741
C -0.114 3.748 7.202
O -0.091 2.464 7.799
H -0.475 4.474 7.934
H 0.895 4.023 6.887
H -0.786 3.737 6.340
H 0.234 1.842 7.126
C 5.833 2.062 3.974
O 4.652 1.500 3.431
H 6.687 1.748 3.369
H 5.759 3.153 3.958
H 5.967 1.710 5.000
H 3.912 1.796 3.988
C 4.041 -3.065 3.881
O 3.254 -1.892 3.971
H 4.784 -2.935 3.091
H 4.551 -3.237 4.832
H 3.401 -3.917 3.640
H 2.605 -2.037 4.680
C 7.123 2.668 -3.559
O 7.146 1.385 -2.961
H 6.762 3.394 -2.827
H 8.132 2.943 -3.873
H 6.451 2.657 -4.420
H 7.471 0.762 -3.634
C 7.093 2.779 7.599
O 6.022 3.039 6.712
H 7.653 1.914 7.236
H 7.754 3.648 7.639
H 6.698 2.563 8.595
H 5.543 3.811 7.059
C -6.940 2.799 -8.425
O -6.312 1.579 -8.074
H -7.712 3.026 -7.686
H -6.199 3.602 -8.433
H -7.400 2.702 -9.411
H -5.632 1.404 -8.747
C 5.146 -1.252 6.770
O 4.287 -2.310 7.154
H 4.906 -0.954 5.746
H 4.999 -0.401 7.439
H 6.184 -1.590 6.815
H 4.524 -2.553 8.066
C 6.258 -6.443 5.197
O 4.915 -6.000 5.265
H 6.323 -7.270 4.485
H 6.897 -5.623 4.859
H 6.580 -6.788 6.182
H 4.889 -5.267 5.904

E, eV: -70426.9534
HOMO level, eV: -11.39
Charge: +1
F_max, hartree/bohr: 0.165
E_LUMO, eV: -3.9